C25H35O3PRhS5 as an isolated structure at a distorted geometry. Source: OMol25; level of theory: the ωB97M-V functional and the def2-TZVPD basis.

## Properties
orbital gap (alpha / beta) = 6.49 / 6.49 eV
strongest force on any atom = 1.48 eV Å⁻¹
lowest unoccupied orbital energy (alpha / beta) = 0.0812 / 0.0812 hartree
net charge = -1
ΔE to the lowest compared entry with this formula, charge and spin = 0.925 eV

CARTESIAN COORDINATES (ANGSTROEM)
Rh (-1.5082, 0.4135, -0.5024)
O (1.4477, 0.4558, 2.5639)
C (0.3615, 0.8186, 2.1148)
O (-0.0474, 0.4981, 0.9430)
C (-0.5590, 1.6295, 2.9844)
C (-0.0895, 1.9506, 4.2606)
C (-0.8487, 2.6647, 5.1617)
C (-2.1239, 3.0761, 4.7796)
C (-2.6012, 2.7656, 3.5271)
C (-1.8353, 2.0316, 2.6004)
S (-2.6894, 1.7958, 1.0795)
H (0.9072, 1.6088, 4.5063)
H (-0.4623, 2.9009, 6.1448)
H (-2.7487, 3.6385, 5.4634)
H (-3.5917, 3.0869, 3.2292)
S (-2.7005, 2.0677, -1.6388)
S (-2.8938, 1.6153, -3.6376)
S (-3.0967, -0.5426, -3.5497)
S (-3.0834, -0.8359, -1.5534)
C (0.5803, 1.7295, -3.7671)
C (1.0776, 0.3131, -3.4541)
C (2.5912, 0.3356, -3.7232)
C (0.4205, -0.6710, -4.4194)
P (0.5988, -0.0455, -1.6398)
C (1.7322, 1.1536, -0.8450)
C (3.0167, 0.8422, -0.4211)
C (3.8287, 1.8100, 0.1562)
C (3.3629, 3.1027, 0.3175)
C (2.0798, 3.4245, -0.1033)
C (1.2709, 2.4601, -0.6771)
C (1.1248, -1.8292, -1.2350)
C (2.4062, -2.3392, -1.9036)
C (-0.0229, -2.7422, -1.6897)
C (1.2618, -2.0189, 0.2785)
H (0.7612, 1.9256, -4.8282)
H (1.1267, 2.4766, -3.1940)
H (-0.4836, 1.8483, -3.5812)
H (2.7312, 0.7232, -4.7371)
H (3.0607, -0.6425, -3.6835)
H (3.1195, 1.0016, -3.0425)
H (0.5543, -0.2970, -5.4392)
H (-0.6479, -0.7711, -4.2381)
H (0.8783, -1.6590, -4.3720)
H (3.3966, -0.1657, -0.5111)
H (4.8181, 1.5374, 0.5018)
H (3.9851, 3.8518, 0.7919)
H (1.6933, 4.4271, 0.0341)
H (0.2538, 2.7134, -0.9560)
H (2.3068, -2.4145, -2.9844)
H (2.5917, -3.3490, -1.5253)
H (3.2901, -1.7421, -1.6827)
H (-0.1979, -2.7141, -2.7641)
H (-0.9559, -2.4809, -1.1954)
H (0.2379, -3.7691, -1.4137)
H (1.9921, -1.3609, 0.7485)
H (1.5519, -3.0611, 0.4474)
H (0.3119, -1.8413, 0.7740)
C (-2.0835, -2.8874, 3.2719)
C (-3.4448, -3.0128, 2.5943)
C (-3.2017, -2.3567, 1.2308)
O (-2.0186, -1.5576, 1.3555)
C (-1.6033, -1.5553, 2.7223)
H (-1.4118, -3.6868, 2.9513)
H (-2.1410, -2.8950, 4.3604)
H (-4.1945, -2.4542, 3.1573)
H (-3.7901, -4.0419, 2.4973)
H (-4.0320, -1.7174, 0.9223)
H (-3.0250, -3.0923, 0.4423)
H (-2.0745, -0.7132, 3.2430)
H (-0.5211, -1.4308, 2.7513)

Mulliken atomic charge list, values in e, 6 entries: -1.4065, -0.7537, -0.4081, 2.5704, -0.1697, -0.7142

---

An isolated ion of composition C25H35O3Si and charge +1 at a distorted geometry. Source: OMol25; level of theory: the ωB97M-V functional and the def2-TZVPD basis.

## Properties
orbital gap = 5.50 eV
strongest force on any atom = 3.27 eV Å⁻¹
lowest unoccupied orbital energy = -0.1655 hartree
net charge = +1
ΔE to the lowest compared entry with this formula, charge and spin = 0.798 eV

CARTESIAN COORDINATES (ANGSTROEM)
C (-2.0970, 2.8838, -3.1952)
C (-1.7589, 2.6703, -1.7032)
C (-1.6509, 4.0592, -1.0697)
C (-0.4767, 1.8936, -1.4478)
C (-0.3345, 0.5320, -0.8553)
O (0.5273, 2.4022, -2.1184)
Si (2.1520, 2.8641, -1.8646)
C (3.1712, 1.9778, -3.1317)
C (2.2665, 4.7018, -2.1283)
C (2.4522, 2.3636, -0.1019)
H (-2.2394, 1.9419, -3.7330)
H (-3.0373, 3.4450, -3.2731)
H (-1.3350, 3.4780, -3.7166)
H (-2.5766, 2.0924, -1.2522)
H (-1.2974, 4.0035, -0.0315)
H (-0.9629, 4.6994, -1.6477)
H (-2.6297, 4.5621, -1.0633)
H (0.6212, 0.1076, -1.2079)
H (-1.1007, -0.0492, -1.3879)
H (4.2337, 2.0745, -2.8666)
H (2.9326, 0.9084, -3.1844)
H (3.0394, 2.4074, -4.1342)
H (3.2459, 5.0342, -1.7550)
H (2.2138, 4.9734, -3.1911)
H (1.4972, 5.2694, -1.5901)
H (3.4959, 2.6066, 0.1515)
H (1.7880, 2.9232, 0.5752)
H (2.2882, 1.2874, 0.0591)
C (-6.7696, -1.4013, 0.1797)
O (-6.1393, -0.1465, 0.5250)
C (-4.8099, -0.1492, 0.8208)
C (-4.2037, 1.1068, 1.0881)
C (-2.8219, 1.1998, 1.1395)
C (-2.0039, 0.0778, 0.9267)
C (-0.5012, 0.2939, 0.6300)
C (0.2881, -0.8808, 1.1976)
C (1.6031, -0.9634, 1.5605)
C (2.2839, -2.2075, 1.9008)
C (3.6053, -2.1835, 2.4184)
C (4.3365, -3.3385, 2.6268)
C (3.7566, -4.6048, 2.3584)
O (4.5693, -5.6948, 2.4709)
C (4.0418, -7.0003, 2.1315)
C (2.4038, -4.6608, 1.9334)
C (1.6919, -3.4787, 1.7207)
C (-2.6174, -1.1773, 0.8118)
C (-4.0074, -1.3135, 0.7805)
H (-7.7995, -1.1128, -0.0232)
H (-6.3130, -1.8521, -0.7134)
H (-6.7237, -2.1058, 1.0222)
H (-4.8479, 1.9842, 1.1668)
H (-2.3530, 2.1592, 1.3645)
H (-0.2330, 1.1811, 1.2365)
H (-0.3751, -1.6866, 1.4992)
H (2.1481, -0.0394, 1.7576)
H (4.0692, -1.2277, 2.6481)
H (5.3663, -3.3214, 2.9713)
H (4.8903, -7.6726, 2.2624)
H (3.2263, -7.2843, 2.8113)
H (3.6907, -7.0318, 1.0904)
H (1.9450, -5.6339, 1.7433)
H (0.6570, -3.5485, 1.3886)
H (-2.0256, -2.0902, 0.7500)
H (-4.4562, -2.3081, 0.6680)

Mulliken atomic charge list, values in e, 6 entries: -1.5539, 1.1677, -1.5026, 0.6418, -1.5993, -0.2167

---

C25H36AlF9NO15 as an isolated structure at a distorted geometry. Source: OMol25; level of theory: the ωB97M-V functional and the def2-TZVPD basis.

## Properties
orbital gap = 6.04 eV
strongest force on any atom = 5.57 eV Å⁻¹
lowest unoccupied orbital energy = 0.0609 hartree
net charge = -1

CARTESIAN COORDINATES (ANGSTROEM)
N (-3.7806, 4.7638, -0.8552)
C (-3.0516, 3.4217, -0.6731)
Al (-2.6382, 2.7023, -2.5477)
C (-0.8656, 1.6893, -2.7267)
F (0.1705, 2.7201, -3.1074)
F (-0.9873, 0.7897, -3.8963)
C (-0.3146, 0.9848, -1.3551)
F (-0.1779, 1.9420, -0.1972)
F (1.1022, 0.5506, -1.6505)
C (-1.1606, -0.3214, -0.8457)
F (-1.0192, -0.3448, 0.6586)
F (-2.6163, -0.2771, -1.1118)
C (-0.5997, -1.7691, -1.3708)
F (0.6809, -2.2019, -0.7079)
F (-1.6193, -2.7920, -0.9280)
F (-0.5050, -1.9111, -2.8432)
H (-3.6666, 5.3714, -0.0115)
H (-4.7920, 4.6004, -1.0849)
H (-3.8186, 2.6988, -0.1614)
H (-2.1250, 3.5885, 0.0216)
H (-3.8067, 1.6425, -2.8867)
H (-2.7931, 3.8442, -3.6711)
C (-2.4250, -5.5406, -2.4537)
C (-3.8590, -5.6475, -2.9306)
C (-4.8593, -5.1081, -1.9535)
O (-6.0318, -5.8239, -2.2998)
C (-5.6097, -7.0183, -2.8175)
O (-6.3358, -7.9677, -3.0455)
O (-4.2605, -7.0028, -3.0455)
H (-2.3138, -5.9329, -1.4369)
H (-1.7619, -6.1336, -3.0921)
H (-2.0867, -4.5000, -2.4623)
H (-3.9634, -5.1835, -3.9194)
H (-5.0138, -4.0310, -2.0609)
H (-4.6154, -5.3333, -0.9086)
C (2.6130, 0.5828, 0.6757)
C (3.4683, 1.4740, 1.5528)
C (4.1429, 0.7444, 2.6749)
O (4.3415, 1.7756, 3.6257)
C (3.3391, 2.6837, 3.4175)
O (3.0737, 3.6041, 4.1679)
O (2.6742, 2.4190, 2.2512)
H (1.9381, -0.0367, 1.2765)
H (1.9804, 1.1853, 0.0156)
H (3.2356, -0.0769, 0.0636)
H (4.1866, 2.0310, 0.9382)
H (5.0964, 0.3010, 2.3753)
H (3.5155, -0.0292, 3.1332)
C (9.8239, 1.0480, 0.6746)
C (8.6860, 0.6702, 1.6007)
C (9.0539, -0.3745, 2.6103)
O (7.7986, -0.9612, 2.9048)
C (7.0356, -0.8136, 1.7785)
O (5.9660, -1.3628, 1.5915)
O (7.6361, 0.0355, 0.8891)
H (10.2994, 0.1590, 0.2458)
H (9.4538, 1.6419, -0.1675)
H (10.5859, 1.6254, 1.2069)
H (8.2718, 1.5686, 2.0755)
H (9.5065, 0.0509, 3.5101)
H (9.7128, -1.1550, 2.2118)
C (1.6739, -2.6873, 6.9699)
C (1.7324, -3.1111, 5.5166)
C (3.0229, -2.7609, 4.8397)
O (2.6362, -2.6854, 3.4789)
C (1.3177, -2.3189, 3.4776)
O (0.6984, -1.9704, 2.4899)
O (0.7873, -2.3971, 4.7366)
H (1.9731, -1.6404, 7.0911)
H (0.6513, -2.7668, 7.3531)
H (2.3316, -3.3088, 7.5852)
H (1.5009, -4.1798, 5.4256)
H (3.7942, -3.5223, 4.9844)
H (3.4223, -1.7843, 5.1380)
C (-7.6478, 6.1666, -3.8828)
C (-6.7001, 4.9854, -3.9278)
C (-7.0533, 3.9707, -4.9727)
O (-6.4724, 2.7889, -4.4505)
C (-6.4681, 2.9357, -3.0900)
O (-6.2212, 2.0442, -2.2995)
O (-6.7785, 4.2206, -2.7360)
H (-8.6922, 5.8374, -3.8521)
H (-7.4801, 6.7603, -2.9783)
H (-7.5130, 6.8095, -4.7580)
H (-5.6655, 5.3356, -4.0322)
H (-6.6327, 4.2121, -5.9527)
H (-8.1324, 3.8065, -5.0759)

Mulliken atomic charge list, values in e, 6 entries: -0.5462, -0.3980, 0.0780, 0.6935, -0.3572, -0.3285

---

The lowest strongest force on any atom belongs to which entry? C25H35O3PRhS5